(1)
C2H5NS2 | ωB97M-V with the def2-TZVPD basis set

Last column: natural (NBO) charge in e.
CARTESIAN COORDINATES (ANGSTROEM)
1 S -2.4282 -1.0077 -0.0115  -0.5078
2 S 2.5493 -0.5733 0.4992  -0.0049
3 N 0.2898 0.8000 0.0685  -0.3946
4 C 0.8931 -0.4358 -0.2525  -0.3712
5 C -0.8573 1.0593 0.3193  0.3348
6 H 3.1512 0.2814 -0.3293  0.1232
7 H 0.9950 -0.5278 -1.3354  0.2405
8 H 0.2891 -1.2673 0.1295  0.2469
9 H -1.4305 1.9224 0.5531  0.2158
10 H -3.4515 -0.2512 0.3592  0.1173

The value obtained for the LUMO energy is -0.527 eV. The calculation puts the orbital gap at 8.17 eV. As for the electronic energy: -25312.8698 eV. As for the relative energy (zero: lowest compared OMol25 entry of this formula, charge and spin): 2.956 eV.

(2)
C6H13N2O2 | ωB97M-V with the def2-TZVPD basis set

Last column: natural (NBO) charge in e.
CARTESIAN COORDINATES (ANGSTROEM)
1 O 0.9999 -0.5262 -1.2459  -0.4486
2 O -2.6148 0.5783 -0.7073  -0.2705
3 N -2.0486 0.2167 -1.6777  0.0772
4 N -0.1979 -0.9930 1.0934  -0.4821
5 C 0.5243 0.5349 -0.6512  0.4231
6 C 0.2456 1.3646 1.7487  -0.6526
7 C -0.2138 0.4761 0.6232  -0.1698
8 C -0.4521 -1.9414 0.0800  -0.2658
9 C 0.9465 1.8708 -1.2257  -0.6759
10 C 0.4609 -1.8173 -1.1056  -0.0747
11 H -0.4172 -2.8912 0.4526  0.2366
12 H -0.7506 -1.1840 1.9076  0.4454
13 H -0.1570 -2.1856 -1.9592  0.2327
14 H -0.2939 1.1209 2.7363  0.2429
15 H 1.4212 1.3506 1.8655  0.2304
16 H 1.3258 -2.4780 -1.0457  0.2162
17 H -0.0972 2.4454 1.4572  0.2712
18 H 0.8047 -1.1585 1.4211  0.4267
19 H 1.8067 2.2734 -0.6997  0.2441
20 H -1.3793 -1.7603 -0.2833  0.2292
21 H -1.3453 0.7543 0.6585  0.2564
22 H 1.3825 1.5184 -2.0870  0.2511
23 H 0.0497 2.4310 -1.3559  0.2569

The value obtained for the LUMO energy (spin up / spin down) is -4.217 / -4.266 eV. The calculation puts the orbital gap (spin up / spin down) at 6.09 / 6.01 eV. Its charge is +1. As for the electronic energy: -13495.1135 eV. As for the relative energy (zero: lowest compared OMol25 entry of this formula, charge and spin): 7.333 eV.

(3)
C19H22N2O3S | ωB97M-V with the def2-TZVPD basis set

Last column: natural (NBO) charge in e.
CARTESIAN COORDINATES (ANGSTROEM)
1 S 0.9118 0.8838 -0.8997  2.3027
2 O 0.0083 1.0747 -1.9973  -0.9285
3 O 1.4662 2.0456 -0.2758  -0.9324
4 O -4.6637 -2.4171 2.3330  -0.6296
5 N -4.0395 -0.2815 2.1508  -0.6169
6 N 2.1787 -0.1391 -1.3685  -0.8332
7 C 0.6003 -0.0775 1.6435  -0.1761
8 C -1.7616 -2.5035 3.3321  -0.4192
9 C 3.3636 -0.8314 -3.3689  -0.2313
10 C -3.9323 2.2197 2.2383  -0.4119
11 C -0.0009 -0.8678 2.6077  -0.2177
12 C 3.9550 1.8007 -3.9429  -0.2037
13 C -2.9583 -1.6828 3.8479  -0.4937
14 C 0.1509 -0.1505 0.3395  -0.3597
15 C 4.4222 0.8024 -4.7918  -0.0365
16 C 2.9084 0.1745 -2.5252  0.1125
17 C 5.2256 1.1554 -6.0073  -0.6235
18 C -1.0398 -1.7305 2.2690  0.0058
19 C -3.6741 1.7388 3.6329  -0.4281
20 C 3.2103 1.4994 -2.8201  -0.1865
21 C -1.4606 -1.8033 0.9437  -0.1715
22 C 4.1178 -0.5156 -4.4846  -0.1975
23 C -3.9653 -1.5047 2.7258  0.6865
24 C -3.2826 0.8888 2.4528  -0.0751
25 C -0.8692 -1.0095 -0.0231  -0.1898
26 H 1.3960 0.6104 1.8799  0.2463
27 H -3.4490 -2.2434 4.6449  0.2415
28 H -3.3289 3.0216 1.8437  0.2273
29 H 3.1296 -1.8637 -3.1473  0.2043
30 H 2.8515 2.2773 -2.1668  0.2281
31 H 5.5563 0.2610 -6.5290  0.2126
32 H 4.1797 2.8334 -4.1669  0.2102
33 H -4.7128 -0.2120 1.3986  0.4063
34 H 4.6293 1.7561 -6.6933  0.2188
35 H -2.2254 0.8066 2.2186  0.2133
36 H -4.9544 2.2286 1.8913  0.2181
37 H 1.8868 -1.1057 -1.3420  0.4020
38 H 6.1009 1.7405 -5.7288  0.2177
39 H -4.5219 1.4177 4.2183  0.2222
40 H 0.3307 -0.8103 3.6341  0.2188
41 H -2.2641 -2.4734 0.6774  0.2259
42 H -1.0918 -2.7207 4.1655  0.2184
43 H -2.6222 -0.7224 4.2338  0.2187
44 H 4.4661 -1.3108 -5.1283  0.2097
45 H -2.1392 -3.4433 2.9270  0.2324
46 H -1.1962 -1.0258 -1.0510  0.2434
47 H -2.8923 2.2092 4.2085  0.2191

As for the SMILES: Cc1ccc(NS(=O)(=O)c2ccc(CCC(=O)NC3CC3)cc2)cc1. The value obtained for the LUMO energy is 0.380 eV. The calculation puts the orbital gap at 8.74 eV. As for the electronic energy: -40017.6139 eV. As for the relative energy (zero: lowest compared OMol25 entry of this formula, charge and spin): 2.282 eV.

(4)
C19H24AlClNSi | ωB97M-V with the def2-TZVPD basis set

Last column: natural (NBO) charge in e.
CARTESIAN COORDINATES (ANGSTROEM)
1 Cl 2.9167 0.6392 0.7392  -0.5347
2 Si -0.4589 0.0954 3.2012  1.8518
3 Al 1.1686 -0.4293 0.3422  1.8510
4 N -0.2894 0.0818 1.3953  -1.3963
5 C 2.6477 -2.4107 0.6453  -0.2671
6 C 2.1958 0.3421 -5.5213  -0.3709
7 C 2.6935 -2.5185 -0.7715  -0.3137
8 C 1.1512 -0.4395 4.0138  -1.1336
9 C 1.3846 -2.4657 -1.2925  -0.2191
10 C 0.7719 0.4604 -5.4534  -0.3736
11 C -1.3705 1.6908 -0.0912  -0.2534
12 C 1.2763 -2.4253 1.0479  -0.4834
13 C -1.3759 0.4483 0.5755  0.1542
14 C 0.4737 -2.3384 -0.1815  -0.5375
15 C 1.6933 2.3374 -4.4602  -0.3715
16 C -2.5397 -0.3472 0.5655  -0.2898
17 C 0.4604 1.6922 -4.7958  -0.3729
18 C -3.7618 1.4561 -0.4962  -0.2711
19 C -1.7613 -1.1789 3.6665  -1.1435
20 C -3.7315 0.1559 0.0395  -0.1490
21 C -2.5704 2.2026 -0.5890  -0.1783
22 C -0.8578 1.8587 3.6916  -1.1418
23 C 2.7654 1.5027 -4.9084  -0.3682
24 H -1.7560 2.2408 3.1925  0.2464
25 H -0.4163 2.2454 -0.1001  0.2286
26 H -4.6346 -0.4515 0.0740  0.1969
27 H 1.7970 3.3080 -3.9809  0.1754
28 H -2.7633 -0.9404 3.2820  0.2436
29 H -0.0238 2.5231 3.4263  0.2459
30 H 3.8272 1.7251 -4.8289  0.1755
31 H -4.6922 1.8808 -0.8894  0.2077
32 H -0.6019 -2.5091 -0.2062  0.2622
33 H 0.9050 -2.7040 2.0249  0.2500
34 H -1.4599 -2.1560 3.2637  0.2333
35 H 1.0670 -2.6644 -2.3146  0.2538
36 H -2.5790 3.1882 -1.0633  0.2157
37 H 2.7479 -0.4698 -5.9896  0.1737
38 H 0.0541 -0.2460 -5.8636  0.1739
39 H 3.6046 -2.6945 -1.3344  0.2343
40 H -1.8525 -1.2906 4.7592  0.2300
41 H 1.9480 0.2947 3.8792  0.2490
42 H 1.0024 -0.5459 5.0961  0.2332
43 H 3.4760 -2.4701 1.3558  0.2342
44 H -2.5058 -1.3238 1.0489  0.2106
45 H 1.5220 -1.3970 3.6466  0.2353
46 H -0.5376 2.0862 -4.6165  0.1759
47 H -1.0098 1.9607 4.7757  0.2273

The value obtained for the LUMO energy is 2.252 eV. The calculation puts the orbital gap at 4.71 eV. Its charge is -1. As for the electronic energy: -48582.6987 eV. As for the relative energy (zero: lowest compared OMol25 entry of this formula, charge and spin): 0.000 eV.

Question: Which value of relative energy (zero: lowest compared OMol25 entry of this formula, charge and spin) does entry 1 give?
Answer: 2.956 eV

Question: What is the formula in the third record?
Answer: C19H22N2O3S

Question: The lowest relative energy (zero: lowest compared OMol25 entry of this formula, charge and spin) belongs to which entry?
Answer: C19H24AlClNSi

Question: The lowest electronic energy belongs to which entry?
Answer: C19H24AlClNSi